(1)
The following is a quantum chemistry calculation of a structure of composition C55H77BiGe2N3O2PSeTe at a distorted geometry, from the Open Molecules 2025 dataset.

Geometry as ORCA input:
```
! RIJCOSX wB97M-V def2-TZVPD def2/J DEFGRID3
* xyz 1 2
Bi -0.783 0.381 0.798
C 2.442 7.857 1.688
C 2.736 6.640 0.810
C 2.608 7.055 -0.661
C 4.174 6.180 1.085
C 1.771 5.485 1.092
C 1.980 4.249 0.508
C 1.117 3.197 0.780
Se 1.505 1.529 -0.067
C 2.721 0.711 1.160
C 3.952 1.328 1.306
C 4.882 0.810 2.188
C 4.508 -0.350 2.862
C 3.288 -1.012 2.717
C 2.317 -0.462 1.834
O 1.098 -0.969 1.633
C 3.117 -2.365 3.433
C 4.088 -2.531 4.608
C 1.699 -2.550 3.980
C 3.406 -3.466 2.403
C 6.251 1.476 2.347
C 7.018 1.363 1.022
C 6.061 2.959 2.698
C 7.083 0.819 3.448
C -0.006 3.311 1.612
O -0.780 2.271 1.919
C -0.267 4.587 2.159
C 0.638 5.612 1.896
C -1.490 4.828 3.058
C -2.777 4.379 2.349
C -1.666 6.306 3.417
C -1.317 4.035 4.362
H 3.173 8.639 1.476
H 2.510 7.612 2.750
H 1.452 8.275 1.491
H 3.299 7.871 -0.889
H 1.593 7.394 -0.882
H 2.837 6.222 -1.330
H 4.862 7.024 1.001
H 4.499 5.422 0.367
H 4.267 5.760 2.090
H 2.808 4.097 -0.174
H 4.175 2.218 0.728
H 5.227 -0.781 3.541
H 4.033 -1.689 5.302
H 5.123 -2.645 4.282
H 3.828 -3.439 5.156
H 1.425 -1.707 4.628
H 1.641 -3.476 4.562
H 1.000 -2.609 3.153
H 4.452 -3.422 2.091
H 2.787 -3.337 1.514
H 3.216 -4.458 2.826
H 6.473 1.845 0.205
H 7.172 0.316 0.752
H 7.996 1.844 1.104
H 5.554 3.503 1.897
H 7.030 3.436 2.860
H 5.466 3.070 3.608
H 7.326 -0.220 3.212
H 6.569 0.846 4.413
H 8.026 1.359 3.558
H 0.442 6.575 2.338
H -2.903 4.912 1.403
H -3.641 4.599 2.983
H -2.761 3.313 2.137
H -1.743 6.932 2.525
H -0.852 6.683 4.040
H -2.592 6.423 3.984
H -1.137 2.980 4.146
H -2.213 4.128 4.984
H -0.466 4.416 4.932
C -2.245 -2.341 6.139
N -2.674 -2.341 4.675
C -4.065 -1.728 4.573
N -4.083 -0.422 5.142
C -3.658 -0.480 6.541
N -2.310 -1.030 6.692
C -1.285 -0.132 6.134
P -1.473 0.198 4.309
C -1.710 -1.573 3.823
C -3.305 0.564 4.370
H -1.233 -2.740 6.173
H -2.929 -3.014 6.656
H -2.683 -3.305 4.320
H -4.741 -2.390 5.113
H -4.330 -1.712 3.515
H -4.358 -1.106 7.095
H -3.679 0.524 6.962
H -0.295 -0.554 6.313
H -1.328 0.820 6.664
H -0.758 -2.092 3.827
H -2.098 -1.615 2.803
H -3.699 0.616 3.351
H -3.452 1.549 4.817
C -3.237 -4.830 -1.374
Ge -2.695 -2.970 -1.137
C -2.518 -2.158 -2.895
C -4.153 -2.098 -0.155
Ge -0.581 -2.723 0.139
C 0.874 -3.403 -0.962
C 2.133 -2.802 -0.992
C 3.136 -3.306 -1.813
C 2.885 -4.408 -2.617
C 1.632 -5.010 -2.601
C 0.631 -4.510 -1.779
C -0.896 -4.127 1.498
C -2.176 -4.326 2.036
C -2.423 -5.317 2.982
C -1.380 -6.124 3.429
C -0.113 -5.962 2.887
C 0.121 -4.981 1.927
H -4.326 -4.838 -1.463
H -2.947 -5.464 -0.535
H -2.807 -5.239 -2.289
H -3.496 -2.143 -3.384
H -1.828 -2.743 -3.507
H -2.136 -1.140 -2.824
H -4.897 -1.748 -0.876
H -3.832 -1.229 0.426
H -4.642 -2.815 0.509
H 2.336 -1.938 -0.369
H 4.112 -2.836 -1.824
H 3.665 -4.802 -3.256
H 1.434 -5.868 -3.231
H -0.339 -4.997 -1.769
H -3.010 -3.732 1.674
H -3.434 -5.495 3.336
H -1.565 -6.896 4.165
H 0.695 -6.612 3.200
H 1.107 -4.894 1.490
Te -1.695 1.603 -1.598
C -3.705 1.214 -1.110
C -4.192 1.521 0.162
C -5.525 1.286 0.477
C -6.383 0.756 -0.478
C -5.902 0.463 -1.749
C -4.567 0.685 -2.067
H -3.538 1.974 0.898
H -5.899 1.540 1.462
H -7.425 0.584 -0.239
H -6.568 0.054 -2.499
H -4.202 0.450 -3.060
*
```

Properties
highest occupied orbital energy (alpha / beta): -0.33524 / -0.35660 Eh
⟨S²⟩: 0.758
lowest unoccupied orbital energy (alpha / beta): -2.72 / -3.82 eV
HOMO-LUMO gap (alpha / beta): 6.4 / 5.9 eV



(2)
The following is a quantum chemistry calculation of a structure of composition C29H32CeN4O11S at a distorted geometry, from the Open Molecules 2025 dataset.

Geometry as ORCA input:
```
! RIJCOSX wB97M-V def2-TZVPD def2/J DEFGRID3
* xyz 2 1
Ce -0.001 -0.640 -0.311
O 2.316 3.186 0.052
C 1.723 2.114 -0.326
O 1.247 1.296 0.460
C 1.654 1.906 -1.795
C 2.290 2.706 -2.717
C 2.195 2.362 -4.060
C 1.425 1.276 -4.421
C 0.791 0.551 -3.425
N 0.941 0.836 -2.137
C -0.083 -0.656 -3.649
O -0.664 -0.852 -4.791
O -0.282 -1.422 -2.722
H 2.294 3.275 1.023
H 2.856 3.566 -2.382
H 2.721 2.931 -4.815
H 1.351 0.983 -5.462
H -0.399 -0.234 -5.486
O -4.652 -5.726 1.807
C -4.915 -4.536 1.585
O -5.857 -3.762 1.803
C -3.708 -3.803 0.869
C -2.532 -4.496 0.584
C -1.453 -3.808 0.094
N -1.498 -2.483 -0.144
C -2.672 -1.809 0.073
C -3.778 -2.438 0.585
C -2.758 -0.315 -0.218
O -3.626 0.315 0.281
O -1.764 0.181 -1.004
H -2.490 -5.560 0.795
H -0.503 -4.298 -0.092
H -4.691 -1.892 0.789
C 2.504 -1.255 2.200
O 1.234 -1.747 1.724
C 0.319 -2.036 2.798
C -0.405 -0.789 3.220
O -0.874 -0.116 2.038
C -1.641 1.072 2.386
H 2.939 -1.980 2.883
H 2.389 -0.294 2.700
H 3.163 -1.144 1.344
H 0.850 -2.464 3.644
H -0.384 -2.771 2.416
H 0.247 -0.110 3.768
H -1.246 -1.050 3.859
H -2.551 0.782 2.901
H -1.907 1.593 1.473
H -1.033 1.718 3.019
C -1.155 -4.681 -4.172
C 0.183 -4.366 -4.848
C 1.381 -4.661 -3.952
N 1.472 -3.707 -2.828
C 2.414 -2.866 -2.558
S 2.493 -1.930 -1.123
N 3.450 -2.734 -3.488
C 3.225 -2.018 -4.660
O 2.089 -1.651 -4.927
C 4.410 -1.776 -5.518
C 4.194 -1.700 -6.894
C 5.268 -1.553 -7.756
C 6.558 -1.462 -7.246
C 6.773 -1.493 -5.874
C 5.704 -1.655 -5.008
H -1.966 -4.658 -4.899
H -1.398 -3.953 -3.389
H -1.146 -5.681 -3.729
H 0.219 -3.320 -5.158
H 0.302 -4.976 -5.744
H 2.312 -4.634 -4.506
H 1.276 -5.653 -3.511
H 0.677 -3.690 -2.207
H 4.395 -2.787 -3.137
H 3.182 -1.784 -7.272
H 5.099 -1.513 -8.825
H 7.400 -1.362 -7.920
H 7.776 -1.392 -5.478
H 5.894 -1.645 -3.938
*
```

Properties
highest occupied orbital energy: -0.43278 Eh
lowest unoccupied orbital energy: -8.54 eV
HOMO-LUMO gap: 3.2 eV



(3)
The following is a quantum chemistry calculation of a cluster of 9 separate species, C18H36Br18 in total at a distorted geometry, from the Open Molecules 2025 dataset.

Geometry as ORCA input:
```
! RIJCOSX wB97M-V def2-TZVPD def2/J DEFGRID3
* xyz 0 1
Br -4.149 -2.481 -2.084
C -4.434 -0.502 -1.930
C -5.213 -0.255 -0.616
Br -5.873 1.636 -0.571
H -4.951 -0.217 -2.847
H -3.494 0.044 -1.861
H -4.559 -0.503 0.221
H -6.006 -0.945 -0.329
Br 1.055 -2.633 -2.338
C 2.373 -4.035 -2.142
C 2.015 -5.308 -2.979
Br 3.034 -6.882 -2.185
H 2.466 -4.242 -1.076
H 3.304 -3.581 -2.482
H 2.315 -5.131 -4.012
H 0.965 -5.589 -3.061
Br 7.778 1.644 -1.228
C 6.052 1.786 -2.163
C 5.202 0.706 -1.496
Br 5.867 -1.099 -2.061
H 6.150 1.786 -3.248
H 5.526 2.665 -1.789
H 4.145 0.829 -1.732
H 5.116 0.924 -0.431
Br 3.804 6.955 3.882
C 2.884 5.217 3.220
C 1.724 4.987 4.085
Br 1.185 3.092 3.699
H 3.568 4.388 3.398
H 2.710 5.505 2.183
H 0.940 5.659 3.737
H 1.980 5.098 5.138
Br -2.548 1.399 0.925
C -0.704 0.595 1.161
C -0.053 0.389 -0.159
Br 1.953 0.378 0.095
H -0.629 -0.269 1.822
H -0.248 1.354 1.796
H -0.335 1.090 -0.945
H -0.205 -0.616 -0.553
Br -4.417 -7.032 1.383
C -3.408 -5.471 2.056
C -2.788 -4.602 0.963
Br -2.391 -2.684 1.658
H -2.590 -5.927 2.613
H -4.083 -4.911 2.703
H -3.558 -4.473 0.202
H -1.921 -5.015 0.447
Br -1.345 0.098 -3.473
C -0.710 -0.782 -5.145
C -0.701 0.163 -6.283
Br 0.439 -0.424 -7.774
H -1.397 -1.571 -5.449
H 0.253 -1.267 -4.983
H -0.385 1.194 -6.121
H -1.750 0.215 -6.577
Br -2.880 7.366 1.032
C -2.630 5.519 1.619
C -1.225 5.045 1.350
Br -1.233 4.713 -0.530
H -3.418 4.863 1.249
H -2.751 5.625 2.697
H -1.007 4.100 1.847
H -0.547 5.816 1.717
Br 1.189 -3.462 2.583
C 1.267 -1.860 3.787
C 0.141 -1.773 4.668
Br 0.036 -0.014 5.596
H 1.493 -0.945 3.239
H 2.141 -1.943 4.433
H 0.244 -2.603 5.367
H -0.779 -1.794 4.084
*
```

Properties
highest occupied orbital energy: -0.36783 Eh
lowest unoccupied orbital energy: -0.09 eV
SMILES: BrCCBr.BrCCBr.BrCCBr.BrCCBr.BrCCBr.BrCCBr.BrCCBr.BrCCBr.BrCCBr
HOMO-LUMO gap: 9.9 eV



(4)
The following is a quantum chemistry calculation of a structure of composition C29H41HfN6O3SSi2 at a distorted geometry, from the Open Molecules 2025 dataset.

Geometry as ORCA input:
```
! RIJCOSX wB97M-V def2-TZVPD def2/J DEFGRID3
* xyz 1 1
Hf 0.214 0.364 0.005
C 1.985 -2.230 -0.286
Si 3.189 -0.803 -0.518
C 4.222 -0.515 0.984
C 4.280 -1.211 -1.960
N 2.074 0.522 -0.763
C 2.394 1.920 -0.864
C 3.416 2.398 -1.669
C 3.665 3.762 -1.760
C 2.874 4.654 -1.055
C 1.836 4.186 -0.258
C 1.585 2.826 -0.145
N 0.540 2.273 0.660
Si -0.914 3.080 1.189
C -1.721 4.115 -0.102
C -2.036 1.586 1.577
C -0.672 4.041 2.752
H 2.504 -3.183 -0.412
H 1.208 -2.213 -1.058
H 1.496 -2.283 0.691
H 4.964 -1.312 1.087
H 3.619 -0.477 1.894
H 4.762 0.432 0.902
H 4.584 -2.258 -1.876
H 5.187 -0.602 -1.977
H 3.771 -1.083 -2.918
H 4.017 1.693 -2.233
H 4.474 4.122 -2.382
H 3.062 5.717 -1.119
H 1.229 4.888 0.303
H -1.795 3.578 -1.050
H -1.180 5.045 -0.281
H -2.733 4.370 0.227
H -3.064 1.788 1.269
H -2.027 1.328 2.637
H -1.797 0.656 1.044
H -0.272 5.038 2.549
H 0.038 3.534 3.411
H -1.617 4.174 3.287
C -1.478 -1.737 -7.580
C -1.580 -1.280 -6.152
C -2.817 -0.952 -5.601
C -2.929 -0.545 -4.282
C -1.775 -0.476 -3.511
C -0.524 -0.788 -4.035
C -0.439 -1.189 -5.353
S -1.890 0.039 -1.862
O -3.240 0.403 -1.571
O -0.856 1.126 -1.672
N -1.234 -1.022 -0.870
C -1.866 -2.249 -0.519
C -2.922 -2.810 -1.228
C -3.431 -4.014 -0.776
C -2.886 -4.607 0.353
C -1.846 -3.954 0.988
N -1.341 -2.793 0.568
H -1.828 -2.767 -7.675
H -0.452 -1.697 -7.939
H -2.098 -1.121 -8.232
H -3.706 -1.008 -6.217
H -3.886 -0.277 -3.855
H 0.370 -0.707 -3.427
H 0.528 -1.430 -5.776
H -3.346 -2.331 -2.099
H -4.252 -4.482 -1.303
H -3.258 -5.548 0.733
H -1.393 -4.377 1.878
N 0.460 -0.420 2.105
C 0.530 -0.438 3.260
N 0.627 -0.443 4.554
C 0.893 -1.694 5.299
C -0.361 -2.079 6.058
O -0.801 -1.009 6.872
C -1.153 0.127 6.105
C 0.056 0.658 5.362
H 1.715 -1.490 5.986
H 1.200 -2.468 4.598
H -0.154 -2.919 6.719
H -1.152 -2.370 5.356
H -1.530 0.880 6.795
H -1.950 -0.131 5.396
H 0.828 0.977 6.062
H -0.193 1.492 4.706
*
```

Properties
highest occupied orbital energy: -0.36541 Eh
lowest unoccupied orbital energy: -2.19 eV
HOMO-LUMO gap: 7.8 eV



(5)
The following is a quantum chemistry calculation of a structure of composition C14H11F6N5O6S3W, from the Open Molecules 2025 dataset.

Geometry as ORCA input:
```
! RIJCOSX wB97M-V def2-TZVPD def2/J DEFGRID3
* xyz 2 3
W 0.593 -1.124 -0.120
N -1.776 0.545 2.886
C -1.404 1.810 2.420
C -1.793 3.086 2.802
C -1.216 4.131 2.111
C -0.292 3.913 1.077
C 0.089 2.641 0.696
C -0.485 1.583 1.393
N -0.323 0.196 1.266
C -1.122 -0.373 2.188
C -1.124 -1.821 2.295
C -1.874 -2.681 3.024
S -1.417 -4.292 2.679
C -0.267 -3.746 1.566
N -0.205 -2.439 1.458
H -2.429 0.365 3.635
H -2.509 3.255 3.595
H -1.484 5.147 2.368
H 0.125 4.766 0.559
H 0.779 2.482 -0.120
H -2.657 -2.466 3.734
H 0.355 -4.416 0.990
F 2.519 0.021 -3.816
C 1.609 0.955 -4.007
F 1.152 0.936 -5.231
F 2.083 2.143 -3.688
S 0.198 0.617 -2.838
O 0.903 0.391 -1.519
O -0.725 1.691 -2.812
N -0.324 -0.755 -3.380
S -1.244 -1.779 -2.687
O -0.663 -2.120 -1.298
O -1.559 -2.922 -3.441
C -2.809 -0.907 -2.195
F -2.512 -0.068 -1.190
F -3.676 -1.803 -1.776
F -3.264 -0.239 -3.223
N 2.404 -0.359 0.952
C 3.617 -0.481 0.089
C 3.339 -1.478 -1.029
O 4.097 -1.739 -1.897
O 2.108 -2.034 -0.886
H 2.297 0.604 1.266
H 2.546 -0.900 1.804
H 4.481 -0.818 0.659
H 3.861 0.480 -0.359
*
```

Properties
highest occupied orbital energy (alpha / beta): -0.56258 / -0.56465 Eh
⟨S²⟩: 2.009
lowest unoccupied orbital energy (alpha / beta): -7.80 / -7.60 eV
HOMO-LUMO gap (alpha / beta): 7.5 / 7.8 eV



For reference, energy relative to the best compared isomer or geometry (same formula, charge and spin) by record: 8.41; 0.00; 287.40; 0.00; 42.93 kJ/mol.